15
Properties=species:S:1:pos:R:3 method="wB97M-V/def2-TZVPD" smiles="COC(=O)CCO" molar_mass_g_mol=104.10 relative_energy_kcal_mol=22.6 fmax_ev_per_a=0.6 homo_energy_ev=-10.42
O -1.52 0.22 0.47
O 3.12 -0.16 0.34
O -0.68 -1.03 -1.19
C 0.76 -0.49 0.67
C -2.73 0.31 -0.29
C -0.54 -0.49 -0.12
C 1.85 0.25 -0.11
H -3.41 0.93 0.30
H 1.69 1.32 0.05
H 0.60 -0.05 1.66
H -2.54 0.77 -1.26
H -3.16 -0.68 -0.45
H 1.09 -1.53 0.79
H 3.73 0.58 0.32
H 1.74 0.05 -1.18

=====

84
Properties=species:S:1:pos:R:3 method="wB97M-V/def2-TZVPD" s_squared=8.807 molar_mass_g_mol=796.91 multiplicity=6 fmax_ev_per_a=0.7 charge=+1 homo_energy_ev="-9.36 / -11.27"
Ru 0.31 0.23 -0.56
S 0.40 2.67 -2.78
P -1.74 0.65 0.51
P 2.10 1.03 0.82
Si 0.22 -1.37 1.27
O -0.03 4.07 -2.50
N -0.50 1.60 -1.89
N 0.36 -1.38 -3.26
N -0.12 -1.41 -2.00
C 2.92 0.17 4.74
C 1.97 -0.80 5.03
C -4.24 -1.93 2.49
C 5.31 -0.66 -1.02
C 4.03 -0.38 -0.56
C 2.26 3.62 -0.07
C 1.16 -0.70 2.75
C 1.43 4.80 2.29
C -1.89 2.05 1.65
C -3.54 1.18 -3.68
C 3.79 0.77 0.19
C -1.44 2.91 3.85
C 1.57 3.42 2.22
C -1.57 -1.77 1.71
C 6.35 0.21 -0.74
C -3.36 -2.97 2.78
C -2.57 3.21 1.32
C -3.68 0.18 -1.44
C -1.96 1.96 -1.89
C 1.11 -2.95 0.84
C -2.68 1.00 -0.99
C 2.11 4.99 -0.01
C 1.10 -1.24 4.04
C 2.10 0.31 2.49
C 1.99 2.82 1.04
C -2.67 4.24 2.26
C -2.47 -0.75 1.39
C 2.99 0.72 3.47
C -4.13 0.25 -2.77
C 4.83 1.64 0.46
C -3.80 -0.81 1.81
C 6.11 1.37 -0.01
C -2.54 2.00 -3.28
C -1.12 -2.99 -3.23
C -1.02 -2.38 -1.98
C -2.10 4.08 3.52
C -0.23 -2.30 -4.03
C -1.32 1.89 2.91
C 1.69 5.58 1.18
C -2.03 -2.89 2.40
H 3.21 -1.06 -0.79
H -3.19 5.15 2.01
H -3.72 -3.84 3.31
H 6.92 2.05 0.20
H 0.62 -3.52 0.05
H -2.19 4.87 4.25
H 1.92 -1.23 6.02
H 1.34 2.81 3.09
H -1.35 -3.70 2.64
H 2.29 5.60 -0.89
H -0.80 0.97 3.17
H 2.59 3.15 -0.99
H 3.61 0.50 5.51
H 3.73 1.49 3.25
H -5.28 -2.00 2.81
H -1.76 -3.81 -3.52
H -2.13 2.73 -3.95
H -3.92 1.24 -4.69
H -3.04 3.32 0.35
H -1.56 -2.60 -1.07
H 2.15 -2.77 0.56
H 5.50 -1.56 -1.60
H 1.00 -0.66 -3.53
H 7.35 0.00 -1.11
H 0.38 -2.01 4.27
H 1.12 -3.54 1.76
H -4.49 0.00 1.60
H 4.65 2.55 1.03
H 1.57 6.65 1.24
H -4.11 -0.55 -0.77
H -2.04 2.98 -1.49
H -1.01 2.78 4.83
H 1.10 5.26 3.22
H -4.93 -0.40 -3.11
H 0.03 -2.42 -5.07

=====

11
Properties=species:S:1:pos:R:3 method="wB97M-V/def2-TZVPD" smiles="N#CC(C#N)C(N)=O" molar_mass_g_mol=109.09 relative_energy_kcal_mol=8.9 fmax_ev_per_a=4.1 homo_energy_ev=-11.06
O -0.66 1.96 -0.99
N 0.47 -0.89 2.53
N -0.43 -2.09 -1.28
N 1.38 0.99 -0.69
C 0.02 1.04 -0.48
C -0.62 -0.08 0.35
C 0.06 -0.50 1.51
C -0.59 -1.18 -0.62
H 2.04 0.45 -0.06
H 1.78 1.86 -1.12
H -1.69 0.18 0.56

=====

16
Properties=species:S:1:pos:R:3 method="wB97M-V/def2-TZVPD" molar_mass_g_mol=82.15 relative_energy_kcal_mol=112.5 fmax_ev_per_a=5.6 homo_energy_ev=-8.35
C 0.09 -1.90 -0.52
C 0.89 1.15 -1.32
C -0.77 -0.82 -0.02
C 0.62 1.52 1.21
C 0.40 1.01 -0.11
C -1.99 -0.64 0.43
H 1.60 1.06 1.73
H 1.09 -2.09 -0.04
H -2.32 0.26 0.68
H -0.39 -2.77 -0.32
H 0.78 2.67 1.18
H 1.79 1.84 -1.51
H -0.25 1.08 1.90
H 0.44 -1.67 -1.58
H -2.56 -1.45 0.53
H 0.57 0.75 -2.24

=====

50
Properties=species:S:1:pos:R:3 method="wB97M-V/def2-TZVPD" molar_mass_g_mol=311.30 relative_energy_kcal_mol=83.2 fmax_ev_per_a=10.1 charge=-1 homo_energy_ev=-6.92
O 1.87 -3.94 1.58
O 2.71 -1.84 -1.74
O 0.86 0.27 0.87
O -0.25 -0.22 -1.04
O 0.87 1.07 -3.42
O -1.53 0.51 -4.62
O -2.19 3.48 -1.98
O 2.56 0.72 -0.96
O 0.60 -1.77 3.81
O -2.43 -0.31 -2.35
O 4.09 -2.50 0.97
O 2.71 -0.46 2.81
O -0.64 3.70 0.20
C -1.00 -1.27 1.04
C -2.64 2.27 2.64
C -2.43 -0.94 0.73
C -0.05 -0.33 0.24
C -2.65 0.65 0.71
C -2.86 1.05 2.15
H -0.70 -2.27 0.79
H -3.05 -1.59 1.45
H -3.22 0.22 2.78
H 4.10 -1.80 1.64
H 0.67 0.31 -2.71
H 1.88 0.85 -0.29
H -0.99 3.17 0.92
H -2.93 0.49 -2.07
H -2.71 -1.29 -0.32
H 3.72 -2.10 0.11
H -1.86 1.15 0.12
H -0.80 -0.98 2.10
H 2.77 -3.68 1.67
H -3.49 0.85 0.05
H 2.84 -0.87 -1.61
H -2.35 3.18 2.12
H 2.39 1.23 -1.74
H -2.01 -0.23 -4.44
H 1.58 -3.40 0.86
H 3.45 0.25 2.66
H 1.94 -0.24 2.23
H -1.58 2.96 -2.40
H 1.89 -2.05 -2.07
H -1.77 3.82 -1.26
H -1.64 1.11 -3.89
H -0.02 1.21 -3.70
H 1.19 -1.17 3.82
H -2.87 2.30 3.75
H -1.58 -0.29 -1.88
H 0.13 3.16 -0.26
H 0.95 -2.51 3.35

=====

9
Properties=species:S:1:pos:R:3 method="wB97M-V/def2-TZVPD" molar_mass_g_mol=159.14 relative_energy_kcal_mol=18.7 fmax_ev_per_a=3.0 charge=-2 homo_energy_ev="1.75 / 0.44"
S 0.58 0.10 1.91
S 0.07 -0.90 -0.92
O 1.45 -1.04 1.69
O 1.18 1.26 2.54
O 0.98 -1.03 -2.13
O -1.40 -1.13 -1.37
O -1.23 1.38 -0.57
N 0.11 0.92 -0.54
H -1.73 0.45 -0.61

=====

19
Properties=species:S:1:pos:R:3 method="wB97M-V/def2-TZVPD" molar_mass_g_mol=224.06 relative_energy_kcal_mol=74.4 fmax_ev_per_a=3.6 charge=+1 homo_energy_ev=-13.30
I -1.41 1.48 2.78
N -0.28 -2.42 -1.06
C -1.16 -1.59 -1.36
C 0.87 1.31 -0.04
C 1.26 0.65 1.37
C -1.04 -0.20 -0.71
C 0.10 0.27 2.04
C 0.33 0.37 -1.15
H -0.03 -0.67 2.53
H -0.24 -3.36 -1.53
H 0.34 0.92 -2.02
H -0.89 -0.50 0.32
H -0.03 1.87 0.30
H 1.62 1.66 1.88
H 1.94 -0.18 1.23
H -2.02 -1.62 -2.03
H -1.83 0.50 -0.94
H 0.88 -0.56 -1.24
H 1.60 2.08 -0.35

=====

17
Properties=species:S:1:pos:R:3 method="wB97M-V/def2-TZVPD" smiles="CC[C@H]([NH3+])C(=O)O" molar_mass_g_mol=104.13 relative_energy_kcal_mol=18.9 fmax_ev_per_a=2.0 charge=+1 homo_energy_ev=-15.38
O -2.38 1.13 -0.35
O -0.93 1.39 -2.08
N -0.86 -0.20 1.17
C 1.98 -0.85 0.20
C 0.77 -0.48 -0.65
C -1.18 1.07 -0.97
C -0.15 0.51 0.03
H -1.63 0.32 1.56
H 0.40 1.31 0.52
H -1.19 -1.12 0.84
H 0.27 -1.36 -1.06
H 1.71 -1.38 1.11
H 1.13 -0.13 -1.57
H 2.51 0.03 0.57
H 2.81 -1.33 -0.32
H -0.15 -0.41 1.88
H -3.11 1.50 -0.86

=====

22
Properties=species:S:1:pos:R:3 method="wB97M-V/def2-TZVPD" molar_mass_g_mol=131.18 relative_energy_kcal_mol=57.6 fmax_ev_per_a=4.0 homo_energy_ev=-9.26
O -0.15 -2.67 -1.02
O 1.25 1.41 -0.03
N -2.24 0.90 0.25
C -1.06 0.95 0.69
C 0.13 1.16 -0.43
C 0.62 -1.52 -0.75
C 1.63 -1.76 0.36
C -0.61 1.02 2.11
C -0.41 1.67 -1.73
H -2.96 0.79 0.97
H 0.37 1.67 -2.48
H 1.14 -1.17 -1.65
H -1.15 0.31 2.73
H -0.73 2.03 2.50
H 2.10 -0.82 0.62
H -0.75 2.70 -1.59
H 1.13 -2.17 1.24
H 0.31 -3.15 -1.73
H 0.44 0.77 2.20
H -0.15 -0.70 -0.29
H 2.39 -2.47 0.04
H -1.27 1.08 -2.02